Record 1
C45H100F10N10NaO20S10 as an isolated structure at a distorted geometry. Source: the OMol25 dataset; level of theory: ωB97M-V/def2-TZVPD.

```
! wB97M-V def2-TZVPD RIJCOSX def2/J DEFGRID3
* xyz 1 1
Na -3.628 -1.084 0.948
C 2.622 7.259 -5.752
C 2.088 5.963 -5.196
C 0.776 5.454 -5.842
N 0.072 4.160 -5.180
C -1.159 3.715 -6.025
C -1.988 2.538 -5.399
C -2.404 2.961 -3.945
C -1.132 3.306 -3.200
C -0.345 4.476 -3.691
C 1.143 2.977 -5.209
H 3.595 7.460 -5.305
H 1.914 8.061 -5.543
H 2.735 7.189 -6.834
H 1.988 6.044 -4.114
H 2.869 5.225 -5.380
H 0.889 5.080 -6.860
H -0.057 6.157 -5.850
H -1.804 4.593 -5.992
H -0.823 3.568 -7.051
H -2.768 2.257 -6.108
H -1.367 1.643 -5.384
H -3.133 3.771 -3.918
H -2.873 2.113 -3.444
H -1.379 3.561 -2.169
H -0.696 2.309 -3.141
H -0.954 5.372 -3.810
H 0.606 4.559 -3.164
H 0.579 2.093 -4.911
H 1.943 3.229 -4.513
H 1.491 2.892 -6.238
C 1.998 -5.896 -4.483
C 0.863 -4.848 -4.492
C 1.328 -3.349 -4.478
N 0.165 -2.366 -4.292
C -1.098 -2.704 -5.062
C -1.014 -2.665 -6.647
C -0.483 -1.296 -7.036
C 0.795 -0.819 -6.316
C 0.680 -0.987 -4.756
C -0.216 -2.337 -2.806
H 1.520 -6.875 -4.439
H 2.701 -5.820 -3.653
H 2.467 -5.872 -5.466
H 0.232 -5.103 -3.641
H 0.287 -4.943 -5.413
H 1.784 -3.118 -5.441
H 2.049 -3.185 -3.677
H -1.557 -3.655 -4.790
H -1.905 -2.009 -4.831
H -0.226 -3.314 -7.030
H -1.897 -2.691 -7.286
H -0.525 -1.313 -8.125
H -1.279 -0.599 -6.774
H 1.571 -1.478 -6.706
H 0.952 0.184 -6.712
H 1.642 -0.724 -4.316
H -0.088 -0.287 -4.426
H 0.637 -1.919 -2.272
H -0.603 -3.316 -2.525
H -0.990 -1.569 -2.799
C 5.188 -0.101 7.045
C 4.959 0.731 5.772
C 3.644 1.494 5.799
N 3.447 2.304 4.471
C 2.008 2.913 4.618
C 1.623 3.915 3.493
C 2.645 4.945 3.369
C 4.092 4.409 3.142
C 4.573 3.418 4.277
C 3.497 1.298 3.309
H 5.660 0.478 7.838
H 5.807 -0.993 6.946
H 4.229 -0.406 7.463
H 5.171 0.181 4.856
H 5.642 1.576 5.867
H 3.376 2.088 6.673
H 2.735 0.892 5.801
H 2.105 3.358 5.608
H 1.402 2.009 4.671
H 0.711 4.407 3.831
H 1.403 3.431 2.542
H 2.627 5.643 4.206
H 2.388 5.561 2.508
H 4.762 5.267 3.186
H 4.062 3.962 2.148
H 4.789 3.884 5.239
H 5.466 2.889 3.945
H 2.916 0.376 3.338
H 4.549 1.014 3.304
H 3.366 1.789 2.345
C -1.884 -7.496 4.369
C -0.852 -7.495 3.231
C -0.172 -6.125 3.053
N 0.877 -6.185 1.921
C 0.193 -6.528 0.544
C 1.220 -6.339 -0.631
C 1.849 -4.909 -0.732
C 2.535 -4.549 0.577
C 1.605 -4.713 1.813
C 1.988 -7.220 2.366
H -2.534 -6.622 4.338
H -1.418 -7.451 5.353
H -2.569 -8.342 4.427
H -1.372 -7.931 2.378
H 0.013 -8.068 3.566
H 0.398 -5.849 3.939
H -0.900 -5.356 2.796
H -0.590 -5.811 0.298
H -0.240 -7.525 0.623
H 0.615 -6.499 -1.523
H 1.917 -7.177 -0.607
H 1.103 -4.160 -0.998
H 2.567 -4.941 -1.551
H 2.907 -3.527 0.502
H 3.499 -5.055 0.622
H 0.841 -3.939 1.878
H 2.159 -4.530 2.734
H 2.477 -6.969 3.308
H 2.783 -7.070 1.636
H 1.753 -8.283 2.431
C -0.806 -0.051 4.984
C -1.484 1.124 4.174
C -3.016 0.780 3.791
N -3.966 1.961 3.604
C -3.862 3.019 4.765
C -5.015 4.066 4.852
C -6.455 3.568 4.664
C -6.493 2.640 3.418
C -5.440 1.496 3.510
C -3.662 2.675 2.302
H -1.033 -0.101 6.049
H 0.256 0.108 4.797
H -0.989 -1.009 4.499
H -1.055 1.386 3.207
H -1.546 2.026 4.784
H -3.555 0.306 4.611
H -3.126 0.105 2.942
H -3.889 2.367 5.638
H -2.859 3.445 4.792
H -4.963 4.620 5.789
H -4.686 4.675 4.010
H -6.639 3.053 5.607
H -7.150 4.389 4.492
H -7.456 2.135 3.339
H -6.311 3.195 2.497
H -5.632 1.047 4.485
H -5.617 0.913 2.606
H -4.238 3.582 2.120
H -3.758 2.000 1.452
H -2.611 2.959 2.350
N 5.158 -0.237 -0.983
S 3.950 -1.067 -0.891
O 3.995 -2.351 -1.565
O 2.691 -0.356 -0.875
F 4.177 -1.427 0.682
S 5.210 -0.169 -2.692
O 3.970 0.150 -3.399
O 6.262 -0.987 -3.310
F 5.932 1.300 -2.799
N -1.428 -0.340 0.628
S -0.066 -0.889 0.932
O 0.840 -0.137 1.807
O 0.562 -1.838 -0.007
F -0.754 -1.994 1.936
S -0.783 1.005 -0.176
O -0.246 0.725 -1.514
O -0.350 2.142 0.583
F -2.240 1.539 -0.651
N 4.294 3.370 -0.791
S 2.796 3.543 -0.832
O 2.001 3.012 -1.973
O 2.334 4.819 -0.335
F 2.407 2.532 0.378
S 4.563 4.184 -2.229
O 4.041 5.556 -2.348
O 4.590 3.367 -3.419
F 6.127 4.470 -1.978
N -4.494 -0.570 -1.111
S -3.934 -0.753 -2.675
O -2.668 -0.134 -3.057
O -4.863 -0.945 -3.812
F -3.479 -2.283 -2.371
S -5.475 0.495 -1.440
O -6.796 0.084 -1.796
O -4.956 1.706 -2.069
F -5.793 1.073 0.028
N -4.906 -1.749 2.855
S -4.402 -2.646 4.242
O -4.744 -4.061 4.283
O -4.361 -1.938 5.509
F -2.838 -2.641 3.733
S -6.424 -2.148 3.078
O -7.051 -1.811 4.338
O -6.943 -3.269 2.361
F -7.050 -0.906 2.231
*
```

Maximum force, hartree/bohr: 0.20574
E, eV: -244065.2853
Orbital gap, eV: 8.250

=====

Record 2
A 6-piece molecular cluster, C24H48O6 overall at a distorted geometry. Source: the OMol25 dataset; level of theory: ωB97M-V/def2-TZVPD.

```
! wB97M-V def2-TZVPD RIJCOSX def2/J DEFGRID3
* xyz 0 1
C 3.127 -7.148 9.851
C 2.042 -6.881 8.799
C 2.398 -7.959 7.766
O 3.818 -7.988 7.752
C 4.321 -7.350 8.935
H 2.857 -8.043 10.411
H 3.189 -6.272 10.494
H 2.154 -5.856 8.438
H 1.024 -6.971 9.184
H 2.047 -7.622 6.787
H 1.807 -8.836 8.046
H 4.799 -6.395 8.705
H 5.074 -7.960 9.438
C -1.691 -5.553 5.622
C -0.819 -5.108 6.791
C 0.140 -4.057 6.170
O 0.083 -4.335 4.759
C -0.681 -5.482 4.494
H -2.488 -4.818 5.487
H -2.101 -6.540 5.831
H -0.235 -5.922 7.230
H -1.378 -4.647 7.608
H 1.132 -4.076 6.605
H -0.448 -3.137 6.233
H -0.145 -6.446 4.462
H -1.107 -5.404 3.492
C -0.900 -10.940 9.410
C -2.070 -11.884 9.222
C -1.533 -12.912 8.216
O -0.550 -12.209 7.439
C -0.387 -10.900 7.972
H -0.211 -11.381 10.132
H -1.244 -9.961 9.746
H -2.850 -11.347 8.669
H -2.505 -12.303 10.127
H -2.360 -13.246 7.591
H -1.092 -13.759 8.745
H -0.909 -10.126 7.399
H 0.689 -10.703 7.992
C 8.275 -7.999 6.775
C 9.556 -8.809 6.748
C 10.485 -7.905 7.527
O 9.694 -7.148 8.428
C 8.276 -7.272 8.097
H 7.385 -8.616 6.608
H 8.176 -7.269 5.963
H 9.912 -9.169 5.788
H 9.326 -9.691 7.358
H 11.098 -7.281 6.864
H 11.230 -8.453 8.114
H 7.881 -6.267 7.972
H 7.821 -7.864 8.892
C 4.207 -12.888 7.500
C 5.004 -12.117 8.549
C 3.893 -11.405 9.356
O 2.792 -12.298 9.307
C 2.784 -12.897 8.022
H 4.543 -13.910 7.319
H 4.279 -12.346 6.557
H 5.663 -11.404 8.057
H 5.556 -12.758 9.237
H 3.586 -10.508 8.793
H 4.151 -11.151 10.381
H 2.168 -12.336 7.299
H 2.225 -13.830 8.110
C 5.757 -6.635 12.582
C 7.026 -6.248 13.360
C 7.484 -7.537 14.022
O 7.030 -8.569 13.159
C 5.728 -8.150 12.776
H 5.887 -6.403 11.525
H 4.830 -6.185 12.931
H 6.829 -5.492 14.119
H 7.764 -5.974 12.608
H 7.051 -7.689 15.022
H 8.569 -7.576 14.129
H 4.973 -8.516 13.492
H 5.400 -8.770 11.931
*
```

ΔE to the lowest compared entry with this formula, charge and spin, kJ/mol: 240.6
Maximum force, hartree/bohr: 0.05477
E, eV: -37947.6764
Orbital gap, eV: 10.003
SMILES: C1CCOC1.C1CCOC1.C1CCOC1.C1CCOC1.C1CCOC1.C1CCOC1